(1)
Formula: C14H13BrN4O2S2
Source: OMol25
Level of theory: wB97M-V/def2-TZVPD

Calculated values
HOMO-LUMO gap in eV: 8.720
Highest occupied orbital energy in hartree: -0.3237
SMILES: O=C1CCCN2N=C(SCC(=O)Nc3ccc(Br)cc3)SC2=N1
Energy relative to the best compared isomer or geometry (same formula, charge and spin) in kcal/mol: 0.0

Element x y z (Å)
1 O -1.3597 -4.7191 0.5341
2 C -0.9717 -3.5742 0.5986
3 C 0.0674 -3.0567 -0.3606
4 C 1.4616 -2.8278 0.2603
5 C 1.3351 -2.2423 1.6702
6 N 0.2543 -1.2640 1.8660
7 N 0.5167 -0.0235 2.3340
8 C -0.6151 0.5517 2.7784
9 S -0.6685 2.2166 3.2647
10 C -1.8936 2.8814 2.0432
11 C -1.5479 2.6291 0.5651
12 O -2.5090 2.5052 -0.1763
13 N -0.2802 2.5881 0.0955
14 C 0.1425 2.1400 -1.1601
15 C -0.5599 2.3882 -2.3582
16 C -0.0571 1.9032 -3.5537
17 C 1.1168 1.1568 -3.5846
18 Br 1.7264 0.3953 -5.2261
19 C 1.8219 0.8918 -2.4275
20 C 1.3147 1.4282 -1.1969
21 S -2.0844 -0.4634 2.7218
22 C -1.1104 -1.6614 1.9260
23 N -1.6562 -2.7324 1.4300
24 H 0.1711 -3.7866 -1.1959
25 H -0.3057 -2.1501 -0.8082
26 H 2.0580 -2.1735 -0.3808
27 H 2.0025 -3.7887 0.3374
28 H 1.1701 -3.0668 2.3451
29 H 2.2789 -1.8333 1.9766
30 H -2.0282 3.9320 2.1765
31 H -2.8557 2.4174 2.2681
32 H 0.4378 2.6283 0.7953
33 H -1.4372 3.0348 -2.3778
34 H -0.5934 2.1156 -4.4592
35 H 2.7350 0.3051 -2.4130
36 H 1.9233 1.2551 -0.3083



(2)
Formula: C14H13Cl2NO5
Source: OMol25
Level of theory: wB97M-V/def2-TZVPD

Calculated values
HOMO-LUMO gap in eV: 9.033
Highest occupied orbital energy in hartree: -0.3391
SMILES: CCOC(=O)/C=C/C(=O)OCC(=O)Nc1c(Cl)cccc1Cl

Element x y z (Å)
1 C 6.8252 1.0908 -1.7794
2 C 6.2365 0.0062 -0.8977
3 O 4.9000 0.3777 -0.5542
4 C 4.2485 -0.4439 0.2713
5 O 4.7233 -1.4512 0.7329
6 C 2.8797 0.0581 0.5397
7 C 2.0440 -0.6140 1.3297
8 C 0.6614 -0.1870 1.6201
9 O -0.1561 -0.8675 2.1861
10 O 0.4076 1.0682 1.2063
11 C -0.9409 1.4685 1.3461
12 C -1.8289 0.5918 0.4464
13 O -1.3912 -0.0063 -0.5007
14 N -3.1339 0.5894 0.8389
15 C -4.1571 -0.1018 0.1733
16 C -5.3238 0.5726 -0.1937
17 Cl -5.4680 2.2530 0.1998
18 C -6.3568 -0.0661 -0.8532
19 C -6.2268 -1.4090 -1.1665
20 C -5.0940 -2.1076 -0.7946
21 C -4.0680 -1.4674 -0.1118
22 Cl -2.7145 -2.3765 0.4319
23 H 7.8409 0.8241 -2.0561
24 H 6.8382 2.0391 -1.2491
25 H 6.2289 1.2048 -2.6805
26 H 6.8148 -0.1201 0.0246
27 H 6.2104 -0.9596 -1.4148
28 H 2.6036 0.9836 0.0588
29 H 2.3447 -1.5511 1.7786
30 H -0.9821 2.5091 1.0176
31 H -1.2574 1.3795 2.3916
32 H -3.4445 1.3005 1.4872
33 H -7.2440 0.4840 -1.1230
34 H -7.0215 -1.9133 -1.6928
35 H -4.9983 -3.1585 -1.0128



(3)
Formula: C14H13ClIN2O3RuS3Sb
Source: OMol25
Level of theory: wB97M-V/def2-TZVPD

Calculated values
HOMO-LUMO gap (spin up / spin down) in eV: 7.494 / 5.182
Highest occupied orbital energy (spin up / spin down) in hartree: -0.3931 / -0.3970
2S+1: 6
Charge: +1
Energy relative to the best compared isomer or geometry (same formula, charge and spin) in kcal/mol: 27.6

Element x y z (Å)
1 Ru 1.3968 0.1874 0.3821
2 S 3.9693 -1.6900 4.8768
3 Sb 3.4887 -2.3961 2.6790
4 S 1.4267 -3.3590 3.2372
5 S 3.2143 -0.2175 1.6282
6 Cl -0.2799 6.4049 -2.0120
7 C -0.2091 4.7069 -1.6996
8 C -1.1301 3.8719 -2.2647
9 C -1.0923 2.4807 -2.0290
10 I -2.5077 1.2532 -2.9154
11 C -0.1282 1.9295 -1.2179
12 O -0.0086 0.6377 -0.9486
13 C 0.8151 2.8074 -0.6300
14 N 1.7564 2.2042 0.1662
15 C 2.7002 2.9433 0.7269
16 C 2.7591 4.3286 0.5470
17 C 1.8204 4.9511 -0.2344
18 C 0.8098 4.1916 -0.8559
19 H -1.8986 4.2835 -2.9041
20 H 3.4205 2.4244 1.3448
21 H 3.5466 4.8877 1.0302
22 H 1.8469 6.0222 -0.3845
23 O -0.4879 -0.5716 1.6880
24 C -0.3162 -1.5974 1.0331
25 O 0.7252 -1.7894 0.2968
26 C -1.3988 -2.6492 0.9551
27 N -0.7660 -3.9479 0.4868
28 C -1.4505 -4.3742 -0.7949
29 C -2.7932 -3.6710 -0.7278
30 C -2.4381 -2.3135 -0.1252
31 H -1.8472 -2.8115 1.9307
32 H -0.8366 -4.6595 1.2085
33 H 0.2277 -3.7485 0.3362
34 H -1.4871 -5.4593 -0.8348
35 H -0.8384 -3.9985 -1.6121
36 H -3.4816 -4.2214 -0.0832
37 H -3.2465 -3.5899 -1.7134
38 H -3.2879 -1.7944 0.3102
39 H -1.9932 -1.6562 -0.8761



(4)
Formula: C14H13F4NO4
Source: OMol25
Level of theory: wB97M-V/def2-TZVPD

Calculated values
HOMO-LUMO gap in eV: 2.934
Highest occupied orbital energy in hartree: 0.0457
Charge: -2

Element x y z (Å)
1 C 6.0173 -0.1840 -0.0815
2 C 4.5570 -0.1143 0.3688
3 C 3.8604 1.0867 -0.2220
4 F 4.6020 2.2228 0.1725
5 N 2.5021 1.2471 0.1612
6 C 1.5211 1.4136 -0.8641
7 O 1.6276 2.1724 -1.7895
8 C 0.4107 0.5271 -0.5130
9 C -0.7441 0.2056 -1.2041
10 C -1.6508 -0.6906 -0.6309
11 C -1.3612 -1.2674 0.6209
12 C -2.3128 -2.2582 1.2289
13 F -1.7694 -2.8765 2.3136
14 F -2.6362 -3.2529 0.3794
15 F -3.4440 -1.7025 1.6453
16 C -0.2032 -0.9365 1.3302
17 C 0.6690 -0.0302 0.7489
18 C 1.9305 0.5194 1.2410
19 O 2.3821 0.4329 2.3594
20 H 6.5217 0.6889 0.3235
21 H 6.1250 -0.2181 -1.1619
22 H 6.4955 -1.0365 0.3943
23 H 4.0232 -1.0191 0.0793
24 H 4.5635 -0.0796 1.4521
25 H 3.9405 1.0706 -1.3067
26 H -0.9714 0.6522 -2.1604
27 H -2.5705 -0.9352 -1.1422
28 H 0.0279 -1.3478 2.2997
29 O -7.2200 0.6790 -0.1048
30 C -6.1284 1.2222 -0.6717
31 C -4.9043 0.2011 -0.8322
32 O -3.7955 0.7547 -1.3943
33 H -5.6758 2.0920 -0.1248
34 H -6.2762 1.6292 -1.7093
35 H -5.3421 -0.6616 -1.3965
36 H -4.7710 -0.2065 0.1911



(5)
Formula: C14H13F8NO8
Source: OMol25
Level of theory: wB97M-V/def2-TZVPD

Calculated values
HOMO-LUMO gap in eV: 10.413
Highest occupied orbital energy in hartree: -0.3997
SMILES: N#CO[C@@]1(CCOCC(F)(F)C(F)(F)C(F)(F)C(F)F)COC(=O)O1.O=C1OCCO1

Element x y z (Å)
1 N 2.2694 -1.9040 1.4798
2 C 3.0139 -1.9904 0.3970
3 O 3.3657 -1.8699 -1.0548
4 C 4.2477 -0.6803 -1.2591
5 C 3.5143 0.7220 -1.7993
6 C 1.8992 0.4708 -1.6756
7 O 1.0555 1.5910 -2.1196
8 C -0.2318 1.6269 -1.3492
9 C -1.1010 0.2415 -1.4616
10 F -0.9516 -0.2588 -2.8540
11 F -0.7238 -0.7867 -0.4206
12 C -2.7420 0.4651 -1.2434
13 F -2.8979 0.6722 0.2449
14 F -3.2574 1.6976 -1.8825
15 C -3.6450 -0.7859 -1.8149
16 F -3.9727 -0.4330 -3.2464
17 F -2.9771 -2.1069 -1.7697
18 C -5.0894 -0.9800 -0.9983
19 F -4.8710 -1.5049 0.3907
20 F -5.8820 0.2701 -1.0506
21 C 5.4292 -0.5162 -0.1163
22 O 6.2005 -1.7723 -0.3864
23 C 5.7159 -2.4029 -1.6592
24 O 5.7437 -3.6807 -2.0470
25 O 5.1358 -1.2035 -2.3501
26 H 3.8562 0.9973 -2.8965
27 H 3.8129 1.5896 -1.0652
28 H 1.6259 -0.4483 -2.3870
29 H 1.6179 0.2427 -0.5401
30 H -0.0460 1.9696 -0.2210
31 H -0.8383 2.5330 -1.8353
32 H -5.6415 -1.8653 -1.5780
33 H 5.1348 -0.2713 0.9894
34 H 6.0504 0.4194 -0.5088
35 O 0.1396 1.5211 3.6363
36 C -1.0448 1.2833 3.8049
37 O -1.5256 0.2030 4.4870
38 C -2.9163 0.4070 4.6525
39 C -3.2616 1.3402 3.5377
40 O -2.0621 2.0629 3.3348
41 H -3.4578 -0.5405 4.5853
42 H -3.0938 0.8494 5.6384
43 H -3.5164 0.8111 2.6133
44 H -4.0816 2.0149 3.7986



(6)
Formula: C14H13F9NO3
Source: OMol25
Level of theory: wB97M-V/def2-TZVPD

Calculated values
HOMO-LUMO gap in eV: 9.664
Highest occupied orbital energy in hartree: -0.5400
SMILES: CCO[n+]1ccc(C(=O)O)cc1CCC(F)(F)C(F)(F)C(F)(F)C(F)(F)F
Charge: +1

Element x y z (Å)
1 C -2.9404 1.6067 -0.5680
2 C -1.7249 1.8518 -1.4467
3 O -1.2132 0.5869 -1.9533
4 N 0.1509 0.5604 -2.0567
5 C 0.7614 1.4540 -2.8269
6 C 2.0832 1.4291 -2.9916
7 C 2.7889 0.4441 -2.3515
8 C 4.2718 0.3647 -2.5451
9 O 4.9690 -0.4507 -1.9714
10 O 4.7516 1.2683 -3.4466
11 C 2.1491 -0.4527 -1.5835
12 C 0.8146 -0.4037 -1.4259
13 C 0.0927 -1.4168 -0.6048
14 C -0.0796 -0.9736 0.8701
15 C -0.2473 -2.2313 1.7134
16 F 0.9456 -2.8565 1.7814
17 F -1.1092 -3.0366 1.0907
18 C -0.7196 -2.0344 3.1833
19 F -1.2101 -3.2343 3.5514
20 F 0.3013 -1.7852 3.9895
21 C -1.8749 -1.0289 3.4170
22 F -2.4081 -1.3328 4.5997
23 F -2.8264 -1.2339 2.5042
24 C -1.4685 0.4955 3.4751
25 F -0.1714 0.6967 3.2907
26 F -1.8057 1.0055 4.6467
27 F -2.1662 1.1594 2.5518
28 H -3.0305 2.3617 0.1966
29 H -2.8498 0.6217 -0.1208
30 H -3.8340 1.5855 -1.1769
31 H -2.0278 2.4425 -2.3042
32 H -0.9763 2.4180 -0.8989
33 H 0.1515 2.1823 -3.3320
34 H 2.5706 2.1347 -3.6315
35 H 5.5279 1.6711 -3.0334
36 H 2.7315 -1.2124 -1.0942
37 H 0.7158 -2.3009 -0.5968
38 H -0.8744 -1.6188 -1.0418
39 H -0.9747 -0.3607 0.9228
40 H 0.7558 -0.3760 1.2185